Here is a structure of composition C24H24BrCaNO6Si2 in a non-equilibrium geometry from OMol25. Energies are from ωB97M-V/def2-TZVPD.

Calculated values
Strongest force on any atom: 0.0310 Eh/bohr
Relative energy (zero: lowest compared OMol25 entry of this formula, charge and spin): 26.17 kcal/mol
Electronic energy: -5265.9832 Eh
Total charge: -2

The geometry in XYZ format:
```
59
C24H24BrCaNO6Si2 ωB97M-V/def2-TZVPD
Ca 0.18 -0.82 -1.26
O 0.90 -2.44 -3.49
C -0.42 -2.42 -3.85
O -1.11 -3.40 -3.69
C -0.87 -1.05 -4.29
C -1.34 -0.85 -5.54
C -1.72 0.53 -5.87
C -1.69 1.47 -4.91
C -1.30 1.15 -3.54
N -0.75 -0.16 -3.27
C -1.42 2.04 -2.54
O -1.85 3.27 -2.49
O -1.04 1.66 -1.22
H 1.00 -3.21 -2.91
H -1.40 -1.66 -6.26
H -2.03 0.79 -6.88
H -1.98 2.50 -5.12
C -0.67 4.61 -0.44
Si -1.66 3.02 -0.37
C -3.53 3.14 -0.28
C -1.35 2.64 1.53
C -1.86 3.71 2.31
C -1.78 3.75 3.70
C -1.17 2.70 4.37
C -0.67 1.64 3.64
C -0.75 1.57 2.23
Si -0.05 -0.06 1.48
C 1.70 -0.10 2.34
C -0.98 -1.37 2.58
H -0.96 5.32 0.35
H -0.77 5.08 -1.42
H 0.39 4.37 -0.27
H -3.84 4.09 0.17
H -3.93 2.34 0.35
H -3.95 3.08 -1.28
H -2.35 4.54 1.82
H -2.20 4.60 4.24
H -1.09 2.71 5.46
H -0.21 0.82 4.18
H 1.63 -0.31 3.42
H 2.19 0.88 2.22
H 2.36 -0.84 1.90
H -0.57 -1.43 3.59
H -0.92 -2.37 2.13
H -2.04 -1.10 2.65
Br 5.44 -5.87 3.37
C 4.34 -4.87 2.17
C 2.97 -5.03 2.23
C 2.17 -4.30 1.36
C 2.76 -3.42 0.46
C 4.13 -3.26 0.43
C 4.94 -4.00 1.29
C 1.88 -2.59 -0.47
O 2.37 -1.58 -1.01
O 0.68 -2.97 -0.63
H 2.53 -5.71 2.95
H 1.10 -4.39 1.37
H 4.55 -2.54 -0.26
H 6.02 -3.89 1.27
```

Mulliken population analysis, charges in e, atoms 1 to 5:
1. Ca 1.59
2. O -0.43
3. C 0.04
4. O -0.60
5. C 0.73